# C3H2N3O4

An isolated ion of composition C3H2N3O4 and charge +1 in a non-equilibrium geometry (ωB97M-V/def2-TZVPD, OMol25).

Last column: Mulliken charge in e.
Geometry (Å):
N (0.808, 0.833, 0.028)  -0.125
O (-2.039, -2.019, -0.053)  -0.342
H (1.542, 1.628, -0.179)  0.376
O (-0.716, 2.500, -0.147)  -0.299
O (0.074, -1.461, -0.086)  -0.344
N (2.477, -0.627, 0.072)  -0.703
N (1.323, -0.359, 0.035)  0.956
O (-2.850, 0.545, 0.200)  -0.311
H (2.876, -1.546, -0.118)  0.370
C (-1.702, 0.305, 0.162)  0.416
C (-1.212, -1.172, 0.008)  0.582
C (-0.582, 1.373, 0.078)  0.425

Properties
SMILES = [H]/N=[N+]1/NC(=O)C(=O)C(=O)O1
LUMO level = -7.15 eV
net charge = +1
energy relative to the best compared isomer or geometry (same formula, charge and spin) = 0.0 kcal per mole



# C3H2N4

C3H2N4 as an isolated structure in a non-equilibrium geometry (ωB97M-V/def2-TZVPD, OMol25).

Last column: Mulliken charge in e.
Geometry (Å):
N (-0.339, 1.116, 0.167)  -0.659
C (0.222, -0.056, 0.059)  0.610
N (-0.411, -1.140, 0.136)  -0.504
H (-2.540, 1.173, 0.008)  0.335
C (-1.669, -0.604, -0.121)  -0.059
N (2.819, 0.095, -0.141)  -0.443
C (1.687, -0.168, 0.052)  0.186
H (-2.673, -1.092, -0.102)  0.331
N (-1.530, 0.627, -0.140)  0.203

Properties
LUMO level = 0.11 eV
net charge = 0
energy relative to the best compared isomer or geometry (same formula, charge and spin) = 46.5 kcal per mole



# C3H2N4

A 2-piece molecular cluster, C3H2N4 overall in a non-equilibrium geometry (ωB97M-V/def2-TZVPD, OMol25).

Last column: Mulliken charge in e.
Geometry (Å):
H (-2.260, -1.456, -0.103)  0.276
C (-0.533, -0.573, -0.287)  0.475
N (-0.169, 2.287, 0.761)  0.026
H (0.296, -1.297, -1.223)  0.184
C (1.913, -0.185, -0.036)  0.429
C (0.659, -0.218, -0.693)  -0.503
N (-1.713, -0.625, -0.020)  -0.462
N (-1.178, 2.195, 1.199)  -0.040
N (2.987, -0.128, 0.401)  -0.383

Properties
SMILES = N#CC=C=N.N#N
LUMO level = 0.24 eV
net charge = 0
energy relative to the best compared isomer or geometry (same formula, charge and spin) = 47.4 kcal per mole



# C3H2N4O

An isolated molecule of C3H2N4O in a non-equilibrium geometry (ωB97M-V/def2-TZVPD, OMol25).

Last column: Mulliken charge in e.
Geometry (Å):
H (1.243, 1.657, -0.879)  0.244
C (0.370, -0.383, -0.211)  0.483
N (1.111, -1.060, 0.605)  -0.292
C (0.524, 0.856, -1.148)  -0.252
N (0.324, -1.517, 1.592)  -0.127
H (0.700, 0.767, -2.324)  0.210
O (-0.891, 1.057, -0.886)  -0.321
C (-0.965, 0.068, 0.110)  0.553
N (-1.536, -0.190, 1.210)  -0.378
N (-0.880, -1.255, 1.931)  -0.119

Properties
SMILES = C1Oc2nnnnc21
LUMO level = -0.97 eV
net charge = 0
energy relative to the best compared isomer or geometry (same formula, charge and spin) = 87.6 kcal per mole



# C3H2N4O2

An isolated molecule of C3H2N4O2 in a non-equilibrium geometry (ωB97M-V/def2-TZVPD, OMol25).

Last column: Mulliken charge in e.
Geometry (Å):
O (1.721, 0.445, -1.786)  -0.475
C (0.372, -0.607, 1.741)  0.079
N (-0.496, 0.458, -1.029)  -0.391
O (-2.140, 1.506, -0.014)  -0.396
N (0.849, -1.433, -0.346)  -0.024
C (0.918, -0.104, -0.975)  0.453
H (0.479, -0.762, 2.937)  0.317
H (-2.524, 1.547, 0.858)  0.355
N (-0.427, 0.457, 1.334)  -0.418
C (-1.124, 0.673, 0.029)  0.651
N (0.703, -1.791, 0.875)  -0.151

Properties
SMILES = O=c1nncnc(O)n1
LUMO level = -1.86 eV
net charge = 0
energy relative to the best compared isomer or geometry (same formula, charge and spin) = 78.5 kcal per mole



# C3H2NO2S

An isolated ion of composition C3H2NO2S and charge -1 in a non-equilibrium geometry (ωB97M-V/def2-TZVPD, OMol25).

Last column: Mulliken charge in e.
Geometry (Å):
C (0.603, -0.214, -0.969)  -0.260
N (-0.677, -0.546, -0.807)  -0.354
C (-1.199, -0.320, 0.464)  0.187
C (1.225, 0.688, 0.075)  0.518
S (0.193, 0.858, 1.502)  -0.270
H (-2.224, 0.268, 0.495)  0.219
O (2.354, 1.124, 0.072)  -0.593
O (-1.299, -1.678, 1.140)  -0.773
H (1.024, -0.180, -1.971)  0.326

Properties
SMILES = O=C1C=N[C@@H]([O-])S1
LUMO level = 3.65 eV
net charge = -1
energy relative to the best compared isomer or geometry (same formula, charge and spin) = 59.2 kcal per mole



# C3H2NO4S2

C3H2NO4S2 as an isolated structure in a non-equilibrium geometry (ωB97M-V/def2-TZVPD, OMol25).

Last column: Mulliken charge in e.
Geometry (Å):
H (-2.075, -1.328, -0.816)  0.512
C (-2.228, 0.514, 0.194)  -0.083
C (-1.647, -0.505, -0.463)  -0.465
O (2.349, -0.008, -1.170)  -0.635
H (-3.318, 0.331, 0.539)  0.278
O (0.690, -0.668, 0.475)  -0.257
S (2.395, -0.430, 0.218)  1.100
O (2.854, -1.762, 0.300)  -0.591
O (2.767, 0.543, 1.218)  -0.576
S (0.031, -0.127, -0.910)  0.187
C (-0.336, 1.796, -0.025)  0.031
N (-1.483, 1.645, 0.441)  -0.503

Properties
LUMO level = 3.18 eV
net charge = -1
energy relative to the best compared isomer or geometry (same formula, charge and spin) = 88.5 kcal per mole



# C3H2NOPS

An isolated molecule of C3H2NOPS in a non-equilibrium geometry (ωB97M-V/def2-TZVPD, OMol25).

Last column: Mulliken charge in e.
Geometry (Å):
H (-1.983, -0.497, -0.493)  0.184
C (-0.028, -2.546, 0.880)  -0.102
N (-0.423, -1.573, 0.352)  0.000
P (2.382, 0.576, 0.257)  0.390
H (-1.281, 1.632, -0.557)  0.331
C (-0.902, -0.351, -0.090)  0.052
C (-0.641, 0.955, -0.052)  -0.336
S (0.753, 1.900, 0.681)  -0.173
O (2.124, -0.096, -0.978)  -0.345

Properties
LUMO level = -1.06 eV
net charge = 0
energy relative to the best compared isomer or geometry (same formula, charge and spin) = 5.1 kcal per mole



# C3H2NOS

An isolated ion of composition C3H2NOS and charge -1 in a non-equilibrium geometry (ωB97M-V/def2-TZVPD, OMol25).

Last column: Mulliken charge in e.
Geometry (Å):
N (-0.283, -0.201, -1.497)  -0.464
H (0.312, -1.999, -0.644)  0.282
O (-0.735, 1.165, -1.080)  -0.393
C (0.161, -0.941, -0.508)  0.033
C (0.428, 0.254, 1.640)  0.086
H (-0.969, 1.577, -1.852)  0.285
C (0.419, -0.702, 0.819)  -0.349
S (0.667, 0.847, 3.121)  -0.482

Properties
SMILES = O/N=C\C#C[S-]
LUMO level = 3.87 eV
net charge = -1
energy relative to the best compared isomer or geometry (same formula, charge and spin) = 71.1 kcal per mole



# C3H2NOS2

An isolated ion of composition C3H2NOS2 and charge -1 in a non-equilibrium geometry (ωB97M-V/def2-TZVPD, OMol25).

Last column: Mulliken charge in e.
Geometry (Å):
C (0.289, 0.500, -1.604)  -0.681
C (-0.951, -0.880, 2.022)  0.458
N (-0.752, -0.394, 0.940)  -0.321
H (0.759, 1.377, -2.267)  0.229
S (-1.233, -1.560, 3.387)  -0.545
H (-0.498, 0.177, -2.248)  0.260
C (0.271, 0.469, 0.002)  0.615
O (0.876, 1.269, 0.710)  -0.643
S (1.239, -0.958, -0.942)  -0.371

Properties
SMILES = [O-][C@@]1(N=C=S)CS1
LUMO level = 3.37 eV
net charge = -1
energy relative to the best compared isomer or geometry (same formula, charge and spin) = 70.8 kcal per mole



# C3H2NP

A 2-piece molecular cluster, C3H2NP overall in a non-equilibrium geometry (ωB97M-V/def2-TZVPD, OMol25).

Last column: Mulliken charge in e.
Geometry (Å):
C (-0.033, 0.409, -0.007)  -0.647
C (-1.419, 0.814, 0.065)  0.428
C (-3.293, -0.122, 0.029)  0.094
P (-0.657, 2.209, 0.001)  -0.048
N (-4.288, -0.673, 0.027)  -0.303
H (0.484, -0.069, -0.787)  0.257
H (0.402, 0.012, 0.866)  0.220

Properties
LUMO level = -0.93 eV
net charge = 0
energy relative to the best compared isomer or geometry (same formula, charge and spin) = 67.7 kcal per mole



# C3H2NP

A 2-piece molecular cluster, C3H2NP overall in a non-equilibrium geometry (ωB97M-V/def2-TZVPD, OMol25).

Last column: Mulliken charge in e.
Geometry (Å):
P (1.342, 1.407, -0.183)  -0.113
C (0.012, 0.002, -0.240)  -0.462
C (1.189, -0.032, 0.607)  -0.113
H (-0.058, -1.083, -1.650)  0.165
C (-1.366, 0.119, -0.042)  0.424
H (1.381, -0.628, 1.454)  0.436
N (-2.499, 0.215, 0.054)  -0.337

Properties
spin multiplicity = 3
LUMO level (spin up / spin down) = -0.60 / -3.16 eV
expectation value of S² = 2.04
net charge = 0
energy relative to the best compared isomer or geometry (same formula, charge and spin) = 74.9 kcal per mole



# C3H2NS3

An isolated ion of composition C3H2NS3 and charge -1 in a non-equilibrium geometry (ωB97M-V/def2-TZVPD, OMol25).

Last column: Mulliken charge in e.
Geometry (Å):
S (-1.878, -1.614, 2.080)  -0.444
C (-0.712, 0.430, 0.729)  -0.363
H (1.285, -0.974, -1.551)  0.194
C (-0.029, 1.000, -0.254)  0.055
C (-0.965, -0.960, 0.858)  0.266
H (-1.115, 1.046, 1.524)  0.348
S (-0.270, -1.991, -0.361)  -0.024
N (0.272, -0.939, -1.479)  -0.635
S (0.655, 2.206, -1.022)  -0.398

Properties
SMILES = [NH-]SC(=S)C=C=S
LUMO level = 3.30 eV
net charge = -1
energy relative to the best compared isomer or geometry (same formula, charge and spin) = 42.8 kcal per mole



# C3H2O

An isolated molecule of C3H2O in a non-equilibrium geometry (ωB97M-V/def2-TZVPD, OMol25).

Last column: Mulliken charge in e.
Geometry (Å):
H (-0.456, -1.138, 1.738)  0.367
C (0.143, 0.347, -0.866)  0.203
C (-0.132, -0.227, 1.295)  -0.123
H (1.168, 0.272, -1.256)  0.318
O (-0.833, 0.022, -1.485)  -0.426
C (0.111, 0.723, 0.574)  -0.338

Properties
SMILES = C#CC=O
LUMO level = 0.08 eV
net charge = 0
energy relative to the best compared isomer or geometry (same formula, charge and spin) = 26.5 kcal per mole



# C3H2O2

A 3-piece molecular cluster, C3H2O2 overall in a non-equilibrium geometry (ωB97M-V/def2-TZVPD, OMol25).

Last column: Mulliken charge in e.
Geometry (Å):
H (1.060, 1.018, -1.137)  0.360
O (-4.408, -0.922, 0.015)  -0.308
C (0.628, 0.315, -0.494)  -0.298
O (-3.318, 1.046, -0.226)  -0.345
C (-3.856, 0.052, -0.068)  0.653
H (-0.772, -1.498, 1.310)  0.106
C (-0.201, -0.195, 0.273)  -0.168

Properties
spin multiplicity = 3
LUMO level (spin up / spin down) = 0.67 / -3.96 eV
expectation value of S² = 2.01
net charge = 0
energy relative to the best compared isomer or geometry (same formula, charge and spin) = 81.0 kcal per mole



# C3H2O2Rh

C3H2O2Rh as an isolated structure in a non-equilibrium geometry (ωB97M-V/def2-TZVPD, OMol25).

Last column: Mulliken charge in e.
Geometry (Å):
H (0.239, -1.709, 1.342)  0.432
O (-2.508, 0.219, 0.390)  -0.007
H (0.117, -1.383, -1.168)  0.492
C (0.666, -1.159, 0.489)  0.177
Rh (1.419, 1.013, -0.317)  1.221
C (-0.273, -0.459, -0.445)  -0.974
O (1.824, -0.514, 0.685)  -0.403
C (-1.507, -0.128, -0.063)  1.062

Properties
spin multiplicity = 6
LUMO level (spin up / spin down) = -11.32 / -15.06 eV
expectation value of S² = 8.77
net charge = +2
energy relative to the best compared isomer or geometry (same formula, charge and spin) = 41.1 kcal per mole



# C3H2O2S

An isolated molecule of C3H2O2S in a non-equilibrium geometry (ωB97M-V/def2-TZVPD, OMol25).

Last column: Mulliken charge in e.
Geometry (Å):
H (-2.056, 0.806, -0.413)  0.312
O (-1.499, -1.228, -0.209)  -0.470
C (0.108, 0.593, -0.035)  0.570
C (-1.250, -0.006, -0.241)  0.115
O (0.212, 1.772, -0.068)  -0.424
H (0.662, -1.234, 0.878)  0.274
S (2.669, -0.299, -0.266)  -0.119
C (1.154, -0.403, 0.354)  -0.258

Properties
SMILES = O=CC(=O)C=S
LUMO level = -1.93 eV
net charge = 0
energy relative to the best compared isomer or geometry (same formula, charge and spin) = 36.4 kcal per mole



# C3H2O3

An isolated molecule of C3H2O3 (ωB97M-V/def2-TZVPD, OMol25).

Last column: Mulliken charge in e.
Geometry (Å):
O (2.640, -0.405, -0.694)  -0.367
H (1.006, -1.656, -0.880)  0.361
O (-2.485, 1.119, 0.030)  -0.411
O (0.537, 0.221, -0.138)  -0.140
C (-1.529, 0.730, 0.660)  0.214
C (-0.626, -0.328, 0.119)  -0.274
H (-1.310, 1.079, 1.693)  0.300
C (1.501, -0.708, -0.624)  0.316

Properties
LUMO level = -0.87 eV
net charge = 0
energy relative to the best compared isomer or geometry (same formula, charge and spin) = 79.0 kcal per mole



# C3H2O3

C3H2O3 as an isolated structure in a non-equilibrium geometry (ωB97M-V/def2-TZVPD, OMol25).

Last column: Mulliken charge in e.
Geometry (Å):
O (1.417, -0.202, 1.936)  -0.180
C (0.650, -0.999, 2.720)  -0.083
O (1.747, 0.137, -1.187)  -0.343
O (-0.328, -1.188, 1.763)  -0.240
H (-0.164, -0.293, -1.246)  0.398
H (-0.187, 0.662, 1.141)  0.169
C (0.708, -0.172, -0.772)  -0.002
C (0.423, -0.203, 0.880)  0.280

Properties
LUMO level = -0.04 eV
net charge = 0
energy relative to the best compared isomer or geometry (same formula, charge and spin) = 102.9 kcal per mole



# C3H2O3

An isolated molecule of C3H2O3 (ωB97M-V/def2-TZVPD, OMol25).

Last column: Mulliken charge in e.
Geometry (Å):
H (-0.627, -1.242, 1.525)  0.348
C (-0.338, 1.138, -0.460)  0.650
O (-0.988, 1.912, -1.080)  -0.465
C (0.710, -0.750, -0.171)  -0.123
C (-0.128, -0.578, 0.843)  -0.204
H (1.263, -1.603, -0.531)  0.358
O (0.730, 0.412, -0.925)  -0.286
O (-0.622, 0.711, 0.799)  -0.279

Properties
SMILES = O=c1occo1
LUMO level = 0.82 eV
net charge = 0
energy relative to the best compared isomer or geometry (same formula, charge and spin) = 16.3 kcal per mole